(1)
Below is a molecular structure, C23H31N2O4ReS, with properties calculated with wB97M-V/def2-TZVPD.

spin multiplicity: 2
energy relative to the best compared isomer or geometry (same formula, charge and spin): 79.3 kcal per mole
strongest force on any atom: 1.7 eV/Å
E_tot: -48481.9300 eV
charge: +1
LUMO energy (spin up / spin down): -3.6 / -3.9 eV

Cartesian coordinates (Å):
Re -1.6176 -0.8686 -0.6279
S -0.3812 1.0030 -0.9255
O 1.7570 7.3377 -1.7634
O 1.8375 7.2224 0.4496
O -2.6682 -1.8256 0.2403
O -1.5369 0.0047 1.3459
N -1.2741 0.1855 3.5380
N -0.5068 -1.7648 2.4907
C 1.6182 4.3237 0.1233
C -1.8050 1.5419 3.4502
C -0.0085 4.9594 -1.5341
C 2.0159 0.1377 -3.4331
C -0.1593 -2.5854 1.3339
C 2.6669 -0.8585 -1.1952
C 0.5836 -2.9388 -1.6323
C -0.6123 -0.1428 4.7970
C 1.1812 3.0130 0.0575
C -1.5782 -2.2542 -3.2129
C -1.7150 -3.3199 -2.3257
C -0.4593 3.6505 -1.6070
C -0.4998 -1.6400 4.9370
C -0.3904 -1.5297 -3.2953
C -0.6080 -3.6537 -1.5394
C 0.2000 -2.1778 3.7119
C 1.0369 5.2970 -0.6815
C 1.5718 6.6967 -0.5908
C -2.9737 -4.1332 -2.2546
C 2.0582 -1.1266 -2.5767
C 0.7210 -1.8501 -2.5090
C 0.1493 2.6855 -0.8156
C -1.1011 -0.5441 2.4152
H 1.2794 0.8519 -3.0648
H -1.2730 3.3821 -2.2660
H -0.2394 -3.6466 1.5758
H -0.9951 2.2744 3.4047
H 1.4325 -3.2231 -1.0265
H 3.5676 -0.2547 -1.3044
H 1.9774 -0.3206 -0.5440
H 0.2198 -3.2665 3.7245
H -3.8449 -3.5455 -2.5401
H 2.4146 4.6030 0.8002
H -2.3994 -2.0120 -3.8768
H 0.0541 -1.8985 5.8382
H 1.2368 -1.8265 3.6694
H -0.3019 -0.7253 -4.0125
H -0.6785 -4.4856 -0.8490
H 0.8656 -2.3689 1.0249
H 2.9901 0.6255 -3.4212
H 2.9567 -1.7809 -0.6909
H 2.7378 -1.8288 -3.0745
H 0.3785 0.3249 4.8223
H -0.4947 5.7204 -2.1327
H 1.7774 -0.0896 -4.4730
H -2.4259 1.6474 2.5698
H -2.9063 -4.9878 -2.9302
H -2.4051 1.7321 4.3381
H -1.1995 0.2878 5.6066
H -0.8614 -2.4247 0.5288
H -3.1361 -4.5131 -1.2468
H 1.6353 2.2510 0.6763
H 1.6310 6.7343 -2.5080
H -1.4957 -2.0806 5.0111

Atom charges from the Löwdin analysis, given in e for atoms 1 to 5:
1 Re 1.202
2 S 0.685
3 O 0.131
4 O 0.148
5 O -0.392

(2)
Below is 21 unconnected molecules or ions with the total composition H43O21, with properties calculated with wB97M-V/def2-TZVPD.

energy relative to the best compared isomer or geometry (same formula, charge and spin): 109.5 kcal per mole
strongest force on any atom: 4.5 eV/Å
E_tot: -43688.0610 eV
charge: +1
LUMO energy: -2.9 eV

Cartesian coordinates (Å):
O 1.3544 -3.4165 -2.5699
O -2.2071 -0.5543 1.5151
O 1.9037 -1.6366 0.4464
O -0.6969 -3.3160 -0.4563
O -3.8794 1.2598 -3.1163
O 4.0150 -0.0433 2.6477
O -0.1320 -0.3922 -0.8364
O 0.0722 1.2198 4.4698
O -1.0127 0.1291 -3.2827
O 2.9185 2.4573 2.6366
O -3.0272 -2.7495 0.6056
O 4.6312 -1.6576 -1.7074
O -3.9762 0.5361 -0.1205
O -3.7660 1.3405 2.1462
O -0.9444 -3.6866 2.5266
O 1.1030 -0.4641 2.8074
O 1.8889 -0.6005 -4.3327
O 0.8569 4.1638 2.5998
O 2.0050 2.0278 -2.0688
O -0.3134 2.7933 -4.8333
O -0.8166 2.4071 0.9610
H 2.4337 1.5749 -1.3455
H 0.6369 -0.0854 2.0427
H -4.5603 0.6008 -3.3307
H -0.4363 -3.5410 3.3400
H 2.5946 -2.2294 0.3626
H 4.7774 -0.4667 2.2120
H 0.9362 3.6703 3.3793
H -2.7450 -1.6592 1.0357
H -4.4675 0.7320 -0.9165
H 1.7769 -2.6000 -2.8378
H -0.0832 -2.5827 -0.3559
H -1.2991 1.0542 -3.0395
H 0.7767 1.6280 4.8974
H 0.2681 0.2343 4.4019
H 1.1874 -0.0268 -4.2241
H -4.7169 1.0451 2.0938
H 1.3543 2.4076 -1.4598
H 3.4935 0.3509 2.0250
H 1.7167 -1.1182 2.4270
H -2.8154 0.3030 1.5518
H 2.3898 -0.5823 -3.4897
H 4.5835 -1.8571 -2.6624
H -0.7852 -3.7286 -1.3324
H -2.1197 -0.7103 2.4991
H -0.7279 2.9560 -4.0411
H 2.5479 2.1364 3.4157
H -3.3291 1.2017 -0.1311
H -3.2234 0.7251 -3.5878
H -1.6409 2.8462 0.8635
H -2.1999 -3.2245 0.1891
H 3.7683 -1.3051 -1.4329
H -0.8473 0.2514 -4.2066
H -3.6386 1.9955 2.8520
H -0.4107 -0.3712 -1.7361
H -3.7793 -2.5787 -0.1170
H 3.7784 2.8586 2.9930
H -0.8552 -0.0425 -0.3573
H 2.0729 -0.8025 0.0112
H -0.3098 -3.5491 1.7374
H 1.7855 -4.2424 -2.9308
H 0.5991 2.9305 -4.7072
H 1.7394 4.1141 2.2649
H -0.0539 2.9372 1.0769

Atom charges from the Löwdin analysis, given in e for atoms 1 to 5:
1 O -0.061
2 O -0.034
3 O -0.011
4 O -0.042
5 O -0.053

(3)
Below is CH8N6 in the gas phase, with properties calculated with wB97M-V/def2-TZVPD.

SMILES string: NN=C(NN)NN
energy relative to the best compared isomer or geometry (same formula, charge and spin): 58.7 kcal per mole
strongest force on any atom: 7.1 eV/Å
E_tot: -10103.3194 eV
charge: 0
LUMO energy: 0.9 eV

Cartesian coordinates (Å):
N 2.0447 -0.8058 0.2720
N -2.6755 0.0476 0.1152
N -1.5226 -0.8515 -0.1056
N 0.9635 1.7496 -0.3229
N -0.1941 1.0094 0.1559
N 0.7878 -0.9570 -0.4118
C -0.2796 -0.1397 -0.1601
H 2.8533 -1.2589 -0.2970
H -2.6353 0.9188 -0.4124
H -1.7644 -1.1976 -1.0563
H 1.9499 -1.1766 1.2549
H -2.5233 0.2017 1.1627
H 0.7839 2.7341 -0.0056
H 0.3055 -1.8775 -0.3180
H 1.9062 1.6034 0.1289

Atom charges from the Löwdin analysis, given in e for atoms 1 to 5:
1 N -0.017
2 N -0.030
3 N -0.065
4 N -0.020
5 N 0.004

(4)
Below is a molecular structure, C14H8F9N2O5PtS3Sb, with properties calculated with wB97M-V/def2-TZVPD.

spin multiplicity: 2
energy relative to the best compared isomer or geometry (same formula, charge and spin): 17.1 kcal per mole
strongest force on any atom: 2.6 eV/Å
E_tot: -94617.9872 eV
charge: -1
LUMO energy (spin up / spin down): 1.9 / 1.3 eV

Cartesian coordinates (Å):
Pt -0.4521 0.8495 -1.5065
Sb 2.9978 1.9057 -1.9917
S 1.0188 1.5219 -3.4887
S 4.2085 3.3901 -3.1363
S 0.7279 2.9893 -1.9021
F -0.2367 -3.9327 -1.0569
F 0.0796 -2.3680 -3.4545
F 2.3797 -1.6382 0.6477
F 1.7267 -3.6512 -2.8786
F 2.3270 -3.6299 -0.1846
F 3.4413 -2.0633 -1.1768
F -1.3284 -2.0783 -1.1009
F 2.0964 -1.6064 -3.4586
F -0.1460 -2.5730 0.6284
O -2.1674 0.0520 1.0701
O 1.9678 2.0291 0.8796
O -1.5742 0.0124 -3.0485
O -3.7039 -0.4564 -3.5550
O 1.0141 -0.5585 -1.2542
N -2.1678 1.9184 -1.3725
N -0.1376 1.0633 0.5216
C 1.2423 -2.3963 -2.8031
C 0.9562 1.4934 1.2691
C -0.5447 0.5517 2.7733
C -1.0764 0.4857 1.3767
C 0.8418 1.1200 5.0659
C 1.3948 1.4914 3.8431
C -0.1867 -2.6346 -0.7154
C -0.3845 0.4572 5.1299
C -3.2847 0.9982 -1.7085
C -2.8676 0.0984 -2.8746
C 2.3173 -2.3225 -0.4951
C 0.6704 1.1872 2.7101
C 1.0579 -1.9048 -1.3277
C -1.0996 0.1584 3.9731
H 1.3650 1.3568 5.9840
H -0.7876 0.1788 6.0958
H -4.1945 1.5369 -1.9676
H -2.2347 2.2709 -0.4231
H 2.3489 1.9978 3.7741
H -2.0998 2.6924 -2.0276
H -3.4561 0.3676 -0.8393
H -2.0490 -0.3602 4.0059

Atom charges from the Löwdin analysis, given in e for atoms 1 to 5:
1 Pt 1.029
2 Sb 0.459
3 S 0.055
4 S -0.312
5 S 0.043

(5)
Below is C6H12 in the gas phase, with properties calculated with wB97M-V/def2-TZVPD.

energy relative to the best compared isomer or geometry (same formula, charge and spin): 87.2 kcal per mole
strongest force on any atom: 0.5 eV/Å
E_tot: -6413.1605 eV
charge: 0
LUMO energy: 0.2 eV

Cartesian coordinates (Å):
C -1.6781 -1.2256 1.4371
C -0.3436 -1.3655 0.8100
C -0.3142 1.1923 -1.5601
C 1.4948 0.1593 -0.0623
C 0.4846 -0.1591 1.0517
C 0.8517 0.2130 -1.4517
H 1.6181 0.4761 -2.1916
H -1.1045 0.9649 -0.8334
H -0.7709 1.1571 -2.5545
H -2.1124 -0.2104 1.4011
H 1.0591 -0.4911 1.9379
H 1.9812 1.1180 0.1629
H 2.2771 -0.6076 -0.0612
H -1.4744 -1.4224 2.5049
H 0.5077 -0.7992 -1.6993
H -2.4153 -1.9654 1.1146
H 0.0092 2.2234 -1.3741
H -0.0700 0.7424 1.3680

Atom charges from the Löwdin analysis, given in e for atoms 1 to 5:
1 C -0.166
2 C -0.005
3 C -0.111
4 C -0.232
5 C -0.304

(6)
Below is a molecular structure, C27H42IO21S, with properties calculated with wB97M-V/def2-TZVPD.

energy relative to the best compared isomer or geometry (same formula, charge and spin): 14.0 kcal per mole
strongest force on any atom: 5.6 eV/Å
E_tot: -90617.5797 eV
charge: -1
LUMO energy: 1.8 eV

Cartesian coordinates (Å):
I 3.1480 4.9870 -2.5421
S 2.2614 2.5321 -0.6497
O -3.0091 0.0152 1.1884
O -7.4284 5.0651 1.3092
O -3.9389 -0.7498 3.0919
O 7.8730 0.7512 -2.4283
O -3.2874 -3.4208 -0.3123
O -2.9409 -1.7002 -1.7307
O -8.6087 4.4421 3.1111
O -7.9307 6.5842 2.9004
O -8.2236 -1.6148 -0.1922
O -6.9710 0.2421 -0.3276
O 5.0466 -3.9503 -0.0655
O 9.9817 0.9227 -1.6440
O -1.6923 -3.5722 -1.8847
O -8.9424 0.1365 -1.4211
O 3.7370 -3.7209 1.7377
O 9.5790 1.2030 -3.8336
O 4.8787 -5.6417 1.4189
O -1.8506 0.1103 3.0996
O 1.6731 2.2365 -2.0371
O 2.6235 1.2708 0.0425
O 1.2322 3.2876 0.0939
C 11.2537 0.9620 -2.2953
C 4.5821 -4.5428 1.0662
C 3.7329 3.5936 -0.9495
C 2.4960 -1.7072 1.1812
C -2.8364 -4.7777 -0.3121
C -6.9561 -1.9284 0.3999
C 4.8941 2.6998 -1.5367
C -7.5092 3.6338 1.2752
C 10.9188 1.6347 -3.5999
C 9.0295 0.9392 -2.6157
C -7.1291 -2.8111 1.6139
C -2.7686 -5.3241 1.0960
C -1.8366 0.8045 0.9188
C -8.6851 3.3658 2.1740
C -1.2879 0.5070 -0.4510
C -1.4943 -4.6636 -0.9853
C -2.6682 -2.7889 -1.3488
C -7.6968 3.1327 -0.1373
C 3.8210 -2.4256 1.1212
C 12.2645 1.7162 -1.4616
C -7.9820 5.4735 2.4795
C 4.2580 -2.7726 -0.2746
C -6.4116 -0.5657 0.7174
C 6.2706 2.9119 -0.8212
C -8.1249 -0.3658 -0.7155
C -0.9242 0.3965 2.0385
C -3.0179 -0.2525 2.5139
H 11.5724 1.3176 -4.4119
H 2.5064 -0.8113 0.5590
H -6.3449 -2.4360 -0.3524
H 13.1788 1.9081 -2.0256
H -0.6837 -4.4060 -0.2975
H -5.3240 -0.5379 0.6866
H -8.6093 2.4056 2.6836
H 4.8544 -1.9847 -0.7317
H 11.5876 -0.0685 -2.4530
H 1.6815 -2.3607 0.8564
H 4.9957 2.9291 -2.6224
H 4.5997 1.6326 -1.4373
H 12.5220 1.1425 -0.5697
H -0.3500 -0.5094 1.8245
H -1.2236 -5.5671 -1.5304
H -7.9402 2.0716 -0.1528
H -3.7744 -5.4550 1.4995
H 10.9280 2.7269 -3.5406
H -6.5837 3.2310 1.6992
H 7.0041 2.2274 -1.3257
H -2.1111 1.8605 0.9952
H 11.8528 2.6658 -1.1145
H -2.2535 -4.6276 1.7603
H 4.0256 4.1831 -0.0583
H -2.2570 -6.2876 1.1227
H -6.7503 -0.1730 1.6806
H -6.7849 3.2861 -0.7165
H -1.9564 0.8942 -1.2205
H 6.6710 3.9442 -0.9758
H 4.5874 -1.8482 1.6467
H -6.1957 -2.9020 2.1714
H -8.4874 3.6874 -0.6480
H 6.2603 2.6303 0.2571
H -7.9038 -2.4178 2.2755
H -0.3077 0.9579 -0.5824
H -7.4527 -3.8096 1.3122
H 3.4278 -3.0226 -0.9407
H -9.6477 3.4204 1.6577
H -1.2133 -0.5671 -0.6167
H 2.2702 -1.4140 2.2085
H -3.5344 -5.3688 -0.9139
H -0.2382 1.1917 2.3254

Atom charges from the Löwdin analysis, given in e for atoms 1 to 5:
1 I 0.795
2 S 0.361
3 O 0.065
4 O 0.089
5 O 0.128

(7)
Below is a gas-phase ion, H2P4S3 (charge -2), with properties calculated with wB97M-V/def2-TZVPD.

SMILES string: S=P(P[S-])=[PH]=P[S-]
energy relative to the best compared isomer or geometry (same formula, charge and spin): 48.2 kcal per mole
strongest force on any atom: 4.0 eV/Å
E_tot: -69693.4566 eV
charge: -2
LUMO energy: 4.7 eV

Cartesian coordinates (Å):
S 1.3302 -2.3049 -2.1921
S 0.2140 2.2053 2.3000
S -2.9668 -0.6777 -0.2325
P -0.3202 1.3428 0.6241
P 0.6222 -0.4894 -2.0231
P -1.7232 -0.4020 1.2454
P 1.4240 0.2615 -0.1788
H -0.7630 -1.2532 1.0802
H 2.1827 1.3175 -0.6233

Atom charges from the Löwdin analysis, given in e for atoms 1 to 5:
1 S -0.189
2 S -0.401
3 S -0.383
4 P -0.401
5 P -0.051

(8)
Below is 3 unconnected molecules or ions with the total composition C27H21Cl2F2NS, with properties calculated with wB97M-V/def2-TZVPD.

SMILES string: C/C(Cl)=C(/Cl)c1cccc2c1Sc1ccccc1N2.Fc1ccccc1.Fc1ccccc1
energy relative to the best compared isomer or geometry (same formula, charge and spin): 433.5 kcal per mole
strongest force on any atom: 5.1 eV/Å
E_tot: -71125.9162 eV
charge: 0
LUMO energy: -0.6 eV

Cartesian coordinates (Å):
Cl -2.1149 4.4434 2.6775
Cl -0.0735 5.5278 4.9098
S 1.6968 2.5458 1.1008
F -1.7888 -2.7675 -0.3162
F 1.2548 -4.8809 -0.6158
N 2.2538 2.4589 -2.1549
C 1.2982 -1.7210 -1.7251
C -2.8092 0.7126 -0.3599
C -0.1445 -6.2861 0.6605
C -2.5110 -1.6663 -0.5623
C 1.0304 -1.8769 -0.1153
C 1.5739 0.9209 0.1017
C 2.1074 -7.7457 1.4380
C -0.4799 5.7337 -2.3203
C 1.8761 1.1117 -1.5324
C 0.5862 4.5573 -2.8451
C 0.8417 -8.1112 1.8987
C -4.0073 0.6142 -1.0716
C -3.6991 -1.7726 -1.2767
C 0.4902 5.5509 3.1094
C 0.8802 3.7960 -0.0919
C -4.4539 -0.6270 -1.5276
C 1.7369 -0.2789 -2.4497
C 1.9775 6.1165 2.7139
C 1.2789 3.5574 -1.6987
C 1.1201 -5.9328 0.2028
C -2.0602 -0.4349 -0.0995
C -0.1409 4.9583 0.4495
C -0.8190 5.9416 -0.7043
C 2.2469 -6.6542 0.5810
C 1.1705 -0.5048 0.8054
C -0.4398 5.0554 2.0585
C -0.2859 -7.3844 1.5086
H -4.5934 1.5089 -1.2707
H 1.1806 -2.6915 -2.4071
H -1.2712 -7.6735 1.8658
H 2.6635 5.1637 2.5256
H 2.9839 -8.3104 1.7462
H 0.7315 -8.9651 2.5638
H -1.5825 6.7654 -0.3487
H 0.8280 4.3981 -4.0002
H 0.9698 -0.4990 1.9811
H -1.0078 -5.7047 0.3535
H 0.7088 -2.8564 0.4452
H 3.2222 -6.3617 0.2063
H -5.3888 -0.7017 -2.0778
H 3.2200 2.7153 -1.7922
H -0.9741 6.3966 -3.1655
H 2.4439 6.7311 3.6247
H -2.4615 1.6811 -0.0092
H -4.0268 -2.7441 -1.6315
H -1.1315 -0.3790 0.4588
H 1.9380 -0.2916 -3.6262
H 1.9548 6.8612 1.8091

Atom charges from the Löwdin analysis, given in e for atoms 1 to 5:
1 Cl 0.468
2 Cl 0.480
3 S 0.795
4 F 0.044
5 F 0.042

Question: Which value of charge does entry 4 give?
Answer: -1

Question: Which value of E_tot does entry 5 give?
Answer: -6413.1605 eV

Question: What is the formula in the second record?
Answer: H43O21

Question: Number 3 is which compound?
Answer: CH8N6